No. 1
Density functional theory data (the ωB97M-V functional and the def2-TZVPD basis) for a 3-piece molecular cluster, C21H45N10O4P2 overall.

Structure (XYZ):
```
82
Properties=species:S:1:pos:R:3:mulliken_charge:R:1
N -3.909 2.903 -7.565 -0.25
C -4.732 2.076 -6.863 0.03
N -6.177 2.078 -7.017 -0.37
C -6.603 1.073 -6.067 0.06
N -5.442 0.518 -5.425 -0.07
N -4.304 1.107 -5.870 0.41
O -3.091 0.773 -5.394 -0.33
C -2.726 1.847 -4.480 0.55
O -2.335 2.953 -4.958 -0.47
C -2.733 1.741 -2.890 0.74
C -3.751 0.891 -2.061 -0.35
C -3.622 0.947 -0.494 -0.31
C -2.505 1.839 0.228 -0.39
C -1.500 2.658 -0.618 -0.35
C -1.619 2.601 -2.166 -0.51
H -3.810 3.892 -7.286 0.25
H -3.321 2.539 -8.329 0.26
H -7.676 0.747 -5.832 0.37
H -5.446 -0.235 -4.722 0.29
H -4.554 0.259 -2.558 0.05
H -4.391 0.347 0.122 0.33
H -2.458 1.884 1.379 0.34
H -0.695 3.330 -0.179 0.38
H -0.884 3.206 -2.818 0.32
O -0.173 -1.117 2.140 -0.61
P -1.231 -2.215 2.356 0.81
N -0.051 -3.334 2.910 0.19
C 0.138 -4.718 2.518 -0.85
C 0.552 -3.036 4.208 -1.09
N -1.485 -2.452 0.663 0.41
C -1.344 -3.709 -0.053 -1.18
C -1.106 -1.363 -0.239 -0.80
N -2.511 -3.416 2.635 -0.16
C -3.834 -2.895 2.198 -1.06
C -2.716 -3.799 4.048 -1.11
H -0.739 -5.349 2.698 0.31
H 0.969 -5.189 3.053 0.37
H 0.418 -4.800 1.469 0.18
H -0.145 -3.214 5.033 0.26
H 0.862 -1.988 4.264 0.21
H 1.454 -3.624 4.397 0.46
H -0.303 -3.906 -0.325 0.29
H -1.925 -3.685 -0.983 0.33
H -1.740 -4.560 0.502 0.38
H -0.023 -1.343 -0.404 0.25
H -1.428 -0.401 0.155 -0.02
H -1.595 -1.460 -1.214 0.40
H -4.106 -1.992 2.755 0.35
H -4.615 -3.648 2.343 0.43
H -3.855 -2.649 1.135 0.26
H -2.826 -2.920 4.690 0.38
H -1.898 -4.408 4.433 0.32
H -3.608 -4.423 4.161 0.38
O 5.395 -0.205 1.955 -0.78
P 4.691 1.153 1.786 0.89
N 3.544 0.494 0.688 0.05
C 3.113 1.017 -0.593 -0.75
C 2.576 -0.441 1.261 -1.31
N 6.002 1.842 0.897 0.21
C 5.918 2.424 -0.431 -1.17
C 7.323 1.229 1.049 -0.98
N 3.891 2.736 1.680 -0.12
C 4.623 3.758 2.476 -1.09
C 2.511 2.778 2.208 -0.89
H 2.678 2.022 -0.533 0.29
H 2.355 0.383 -1.065 0.35
H 3.931 1.034 -1.312 0.20
H 1.835 0.069 1.880 0.41
H 3.074 -1.183 1.892 0.34
H 2.040 -1.012 0.498 0.35
H 5.974 1.661 -1.213 0.32
H 6.749 3.121 -0.596 0.40
H 5.018 3.023 -0.576 0.33
H 7.407 0.309 0.460 0.30
H 7.529 0.999 2.097 0.30
H 8.117 1.912 0.730 0.31
H 4.660 3.480 3.535 0.37
H 4.145 4.737 2.385 0.40
H 5.649 3.896 2.133 0.33
H 2.454 2.351 3.214 0.38
H 1.808 2.247 1.566 0.04
H 2.136 3.806 2.246 0.44
```

## Properties
Highest occupied orbital energy in Eh: -0.333
2S+1: 1
LUMO level in eV: -4.35
Total charge: +1


No. 2
Density functional theory data (the ωB97M-V functional and the def2-TZVPD basis) for C21H45N2P3PdS2 as an isolated structure.

Structure (XYZ):
```
74
Properties=species:S:1:pos:R:3:mulliken_charge:R:1
Pd 0.014 -0.366 0.212 -0.63
P -1.126 -2.237 1.224 1.01
P 1.301 -1.791 -1.205 1.31
P -1.632 1.183 1.025 1.12
H 0.843 4.125 -8.114 0.34
C 0.739 4.928 -7.368 -0.24
C 1.817 5.491 -6.802 -0.09
H 2.835 5.160 -7.065 0.34
C -2.515 -2.868 0.206 -1.27
C -0.213 -3.778 1.592 -1.12
C -1.931 -2.002 2.857 -0.74
C 2.513 -0.908 -2.250 -1.51
C 2.359 -3.118 -0.524 -1.24
C 0.278 -2.648 -2.460 -1.52
C -1.460 2.897 0.412 -1.44
C -1.852 1.512 2.809 -1.22
C -3.336 0.763 0.485 -1.33
H -0.273 5.317 -7.192 0.33
H 1.732 6.369 -6.146 0.32
H -3.025 -3.691 0.727 0.47
H -2.137 -3.238 -0.755 0.29
H -3.236 -2.066 0.014 0.32
H -0.857 -4.470 2.152 0.53
H 0.662 -3.560 2.213 0.18
H 0.108 -4.277 0.674 0.40
H -2.326 -2.965 3.212 0.57
H -2.764 -1.294 2.808 0.40
H -1.202 -1.650 3.598 -0.29
H 3.163 -1.650 -2.735 0.53
H 3.118 -0.242 -1.624 0.43
H 2.005 -0.303 -3.010 0.33
H 2.243 -4.024 -1.136 0.45
H 2.115 -3.345 0.516 0.20
H 3.403 -2.786 -0.567 0.46
H 0.936 -2.998 -3.268 0.50
H -0.456 -1.946 -2.873 0.34
H -0.244 -3.503 -2.012 0.39
H -2.266 3.511 0.833 0.53
H -1.506 2.931 -0.681 0.32
H -0.489 3.297 0.723 0.41
H -2.826 1.998 2.962 0.52
H -1.061 2.189 3.150 0.43
H -1.813 0.597 3.407 0.18
H -3.967 1.653 0.620 0.54
H -3.752 -0.069 1.071 0.35
H -3.324 0.488 -0.577 0.33
C 0.559 1.930 -2.448 0.74
C -0.688 1.485 -2.939 0.02
C -1.051 1.713 -4.260 -1.08
C -0.182 2.408 -5.110 -0.25
C 1.059 2.865 -4.633 -0.30
C 1.424 2.637 -3.318 -0.82
S 1.126 1.676 -0.850 -0.02
H -0.955 -0.251 -1.142 0.10
H -1.359 0.937 -2.282 0.28
H -2.016 1.355 -4.621 0.47
H -0.469 2.609 -6.135 0.44
H 1.722 3.423 -5.292 0.38
H 2.375 2.985 -2.912 0.47
S 2.091 -0.203 1.915 0.03
C 1.531 -0.557 3.501 0.01
N 1.651 -1.813 4.013 -0.02
C 1.643 -2.033 5.462 -0.64
C 0.537 -1.199 6.073 -0.47
C 0.681 0.263 5.698 -0.57
N 0.936 0.389 4.259 -0.09
H 2.278 -2.385 3.455 0.36
H 2.627 -1.765 5.884 0.34
H 1.491 -3.098 5.629 0.43
H 0.551 -1.305 7.158 0.39
H -0.435 -1.568 5.724 0.19
H 1.504 0.741 6.254 0.40
H -0.228 0.825 5.931 0.34
H 1.000 1.317 3.850 0.31
```

## Properties
Highest occupied orbital energy (alpha / beta) in Eh: -0.641 / -0.723
2S+1: 5
LUMO level (alpha / beta) in eV: -11.26 / -15.17
ΔE to the lowest compared entry with this formula, charge and spin in kJ/mol: 0.0
Total charge: +4


No. 3
Density functional theory data (the ωB97M-V functional and the def2-TZVPD basis) for C21H45N3O12V as an isolated structure.

Structure (XYZ):
```
82
Properties=species:S:1:pos:R:3:mulliken_charge:R:1
O 30.299 -8.848 40.439 -0.52
V 31.000 -10.271 40.306 1.28
O 29.840 -11.327 40.755 -0.64
C 32.205 -12.611 38.263 0.39
O 32.193 -11.940 39.383 -0.69
O 32.122 -13.872 38.631 -0.69
O 33.517 -12.667 38.021 -0.75
C 32.405 -8.697 42.703 0.58
O 32.982 -8.907 43.844 -0.87
O 32.409 -9.814 41.994 -0.76
O 33.405 -8.096 42.064 -0.70
C 32.328 -7.726 36.772 -1.78
C 31.420 -8.382 37.807 0.53
C 30.484 -9.448 37.099 -1.18
O 29.804 -10.192 38.108 0.91
C 28.773 -11.049 37.666 -1.12
N 32.388 -9.087 38.649 -0.44
H 32.794 -8.467 36.122 0.40
H 33.105 -7.075 37.174 0.44
H 31.719 -7.091 36.121 0.44
H 30.809 -7.653 38.336 0.17
H 31.060 -10.152 36.492 0.40
H 29.700 -9.037 36.458 0.52
H 28.267 -11.458 38.539 0.19
H 29.219 -11.882 37.119 0.27
H 28.191 -10.392 37.015 0.35
H 32.942 -9.682 38.040 0.21
H 33.162 -8.471 38.871 0.30
C 18.597 -9.611 42.790 -0.91
O 19.613 -9.582 41.786 -0.23
C 20.733 -10.335 42.207 -0.82
C 22.079 -10.047 41.521 -0.43
N 22.582 -8.777 41.990 -0.23
C 23.621 -8.263 41.110 -0.88
C 24.968 -8.989 41.201 0.09
O 25.802 -8.679 40.044 -0.50
C 27.186 -8.848 40.236 -0.48
H 18.871 -9.397 43.825 0.34
H 18.217 -10.629 42.909 0.32
H 17.784 -8.952 42.490 0.29
H 20.510 -11.398 42.089 0.41
H 20.949 -10.210 43.271 0.38
H 21.945 -10.097 40.437 0.32
H 22.743 -10.890 41.712 0.29
H 22.007 -8.052 42.386 0.24
H 23.857 -7.213 41.292 0.44
H 23.342 -8.231 40.053 0.32
H 24.860 -10.076 41.241 0.19
H 25.472 -8.816 42.154 0.00
H 27.475 -8.263 41.110 0.37
H 27.827 -8.477 39.437 0.09
H 27.362 -9.912 40.400 0.28
C 31.276 -7.501 46.920 -2.02
C 30.088 -8.458 46.879 1.38
C 28.842 -7.475 47.083 -1.29
C 27.522 -8.203 46.741 -0.91
C 27.561 -8.705 45.254 -1.00
C 28.784 -9.638 45.000 1.79
N 30.057 -9.117 45.573 0.77
O 31.092 -10.028 45.388 -0.46
C 28.450 -10.963 45.642 -2.01
C 28.894 -9.680 43.464 -2.44
C 30.219 -9.399 48.138 -1.79
H 31.406 -7.128 47.938 0.44
H 32.244 -7.983 46.765 0.39
H 31.241 -6.708 46.174 0.46
H 28.825 -7.235 48.149 0.48
H 29.025 -6.487 46.660 0.41
H 27.403 -9.050 47.417 0.32
H 26.697 -7.497 46.857 0.44
H 27.451 -7.809 44.644 0.43
H 26.650 -9.304 45.211 0.41
H 28.318 -10.938 46.724 0.38
H 29.230 -11.700 45.451 0.36
H 27.508 -11.273 45.186 0.47
H 28.012 -9.900 42.864 0.28
H 29.676 -10.394 43.210 0.55
H 29.350 -8.750 43.119 0.46
H 30.253 -8.756 49.019 0.47
H 29.388 -10.079 48.330 0.38
H 31.131 -9.974 47.982 0.34
H 31.745 -9.575 44.817 0.38
```

## Properties
Highest occupied orbital energy in Eh: 0.126
2S+1: 1
LUMO level in eV: 4.32
Total charge: -3


Record order is preserved below.
F_max: 8.8, 4.3, 14.1 eV/Å